Entry 1:
20
Properties=species:S:1:pos:R:3 method="wB97M-V/def2-TZVPD" charge=0
H -0.017 2.693 -1.431
N 0.102 1.687 -1.529
C -0.542 0.984 -0.688
C -1.763 1.392 0.093
C -0.260 -0.527 -0.752
O -0.001 -0.940 -2.055
N 0.924 -0.713 0.062
C 1.068 -2.089 0.480
C 0.936 0.281 1.274
H -1.792 2.473 0.223
H -2.647 1.076 -0.463
H -1.799 0.906 1.065
H -1.137 -1.095 -0.396
H 0.554 -0.245 -2.446
H 1.073 -2.706 -0.419
H 0.250 -2.424 1.136
H 2.012 -2.203 1.011
H 0.857 1.358 1.141
H 0.235 -0.084 2.037
H 1.949 0.176 1.656



Entry 2:
16
Properties=species:S:1:pos:R:3 method="wB97M-V/def2-TZVPD" charge=0
C -0.392 -2.045 -0.621
C 0.503 -0.808 -0.732
C -0.146 0.489 -0.155
C 0.559 1.821 -0.045
O -0.482 2.155 0.956
C -0.429 0.713 1.314
H -1.334 -1.866 -1.147
H -0.626 -2.272 0.426
H 0.075 -2.941 -1.052
H 0.794 -0.669 -1.782
H 1.460 -1.041 -0.215
H -1.133 1.237 -0.264
H 0.593 2.444 -0.945
H 1.498 1.868 0.515
H -1.343 0.271 1.728
H 0.404 0.645 2.018



Entry 3:
13
Properties=species:S:1:pos:R:3 method="wB97M-V/def2-TZVPD" charge=0 smiles="C/N=C(/C)P"
C -1.595 1.229 0.042
N -1.123 -0.163 0.087
C 0.095 -0.410 0.137
C 0.747 -1.660 0.248
P 1.254 1.049 0.312
H -2.648 1.298 0.400
H -1.720 1.625 -1.001
H -0.946 1.941 0.539
H 0.068 -2.370 0.803
H 0.807 -2.284 -0.647
H 1.819 -1.497 0.610
H 0.692 1.565 -0.916
H 2.586 0.643 -0.058



Entry 4:
36
Properties=species:S:1:pos:R:3 method="wB97M-V/def2-TZVPD" charge=0
Tl -1.770 -2.016 -0.776
C 0.647 0.668 1.922
N 1.084 -0.667 2.303
C 2.348 -0.715 3.021
C 0.222 -1.706 2.302
S -1.442 -1.458 2.201
N 0.781 -2.949 2.403
C 1.975 -3.268 1.630
C -0.065 -4.102 2.678
H 1.517 1.222 1.569
H 0.201 1.197 2.768
H -0.090 0.610 1.125
H 2.342 0.054 3.797
H 3.191 -0.526 2.353
H 2.476 -1.679 3.504
H 2.381 -2.375 1.163
H 1.716 -3.978 0.840
H 2.744 -3.723 2.259
H -0.830 -3.827 3.396
H 0.561 -4.892 3.095
H -0.556 -4.467 1.771
C -0.966 3.638 -2.043
C -1.298 2.409 -2.897
C -2.674 2.595 -3.550
C -0.233 2.235 -3.990
C -1.319 1.199 -2.060
C -1.333 0.191 -1.374
H -0.940 4.538 -2.662
H 0.007 3.522 -1.564
H -1.718 3.778 -1.266
H -2.679 3.488 -4.180
H -3.448 2.704 -2.789
H -2.925 1.733 -4.168
H -0.186 3.123 -4.625
H -0.467 1.372 -4.614
H 0.749 2.074 -3.543



Entry 5:
14
Properties=species:S:1:pos:R:3 method="wB97M-V/def2-TZVPD" charge=0
C 0.758 1.594 0.206
N 1.826 0.577 0.322
C 0.498 0.177 -0.002
C -0.384 -0.865 0.685
C -1.480 -0.590 -0.348
C -0.116 -0.684 -1.082
O 0.189 -1.863 -0.243
H 0.210 2.008 1.049
H 0.953 2.273 -0.620
H 2.074 0.315 1.274
H -0.470 -1.149 1.737
H -2.041 0.350 -0.291
H -2.115 -1.456 -0.535
H 0.099 -0.685 -2.150



Entry 6:
42
Properties=species:S:1:pos:R:3 method="wB97M-V/def2-TZVPD" charge=0 smiles="O=C1C=CC(=O)C=C1.O=C1C=CC(=O)C=C1.O=C(O)CCC[PH4]"
O 2.612 1.038 -3.495
C 2.189 0.964 -4.640
C 1.537 2.116 -5.293
C 1.073 2.034 -6.543
C 1.194 0.788 -7.327
O 0.771 0.714 -8.472
C 1.846 -0.364 -6.674
C 2.310 -0.282 -5.423
H 1.456 3.023 -4.705
H 0.591 2.869 -7.037
H 1.927 -1.271 -7.261
H 2.792 -1.117 -4.930
O -1.423 0.118 6.978
C -2.480 -0.148 6.425
C -2.551 -0.355 4.965
C -3.708 -0.644 4.361
C -4.964 -0.770 5.127
O -6.022 -1.036 4.573
C -4.893 -0.562 6.587
C -3.736 -0.274 7.191
H -1.621 -0.260 4.417
H -3.778 -0.798 3.291
H -5.823 -0.657 7.134
H -3.667 -0.119 8.261
O -0.060 -2.444 1.349
C -0.144 -1.111 1.366
O -0.163 -0.446 2.710
C -0.284 -0.118 0.069
C 0.742 -0.469 -1.175
C 2.226 -0.979 -0.701
P 3.197 0.432 0.200
H 0.440 0.360 2.563
H -1.394 -0.131 -0.301
H -0.014 0.977 0.417
H 0.885 0.556 -1.768
H 0.273 -1.217 -1.975
H 2.207 -1.906 0.045
H 2.867 -1.335 -1.642
H 2.710 1.422 -0.754
H 4.414 -0.326 -0.122
H 2.440 0.275 1.415
H 4.025 1.453 0.796



Let's list E in order: -382.41467 -271.62933 -515.13570 -1111.82491 -324.55744 -1413.61314 Eh.
Let's list HOMO in order: -8.9 -10.0 -8.7 -7.7 -9.5 -8.5 eV.